[1]
Computed, not measured: a molecular structure, C11H13N7O7Pt in a non-equilibrium geometry, with ωB97M-V/def2-TZVPD.

Output
E: -1456.08296 Ha
spin multiplicity: 1
max |F|: 0.027 hartree/bohr
gap between HOMO and LUMO: 7.380 eV
highest occupied orbital energy: -8.0 eV

Last column: natural (NBO) charge in e.
Cartesian coordinates (Å):
Pt: -1.1680 -0.6422 0.7536  1.079
C: -2.7950 -0.6918 -4.5768  -0.405
N: -1.8950 0.0179 -3.6689  -0.437
C: -2.0376 1.4652 -3.7192  -0.425
C: -1.6342 -0.5231 -2.4277  0.625
N: -1.6048 0.1101 -1.3242  -0.777
N: -1.2808 -1.8711 -2.4932  -0.614
C: -0.8789 -2.7080 -1.4763  0.633
N: -0.5295 -3.9502 -1.9252  -0.803
N: -0.8098 -2.3670 -0.2420  -0.727
H: -2.7250 -0.2286 -5.5582  0.219
H: -3.8349 -0.6410 -4.2378  0.198
H: -2.5233 -1.7381 -4.6891  0.198
H: -2.0266 1.7724 -4.7622  0.222
H: -1.1942 1.9406 -3.2216  0.225
H: -2.9732 1.8128 -3.2658  0.194
H: -1.8739 1.0817 -1.3940  0.393
H: -0.9921 -2.1685 -3.4101  0.413
H: -0.9666 -4.3088 -2.7562  0.399
H: -0.2642 -4.6393 -1.2431  0.409
H: -0.5531 -3.1304 0.3707  0.391
O: -1.4699 2.2773 3.5628  -0.619
C: -0.9525 1.4926 2.7954  0.770
O: -1.6744 0.8721 1.8932  -0.734
C: 0.5429 1.2642 2.8763  -0.295
C: 1.2188 2.1235 3.7354  -0.093
C: 2.5815 2.0339 3.9228  -0.053
C: 3.3373 1.0741 3.2578  -0.148
C: 2.6707 0.2414 2.4113  -0.053
C: 1.2712 0.2699 2.1810  0.472
O: 0.8154 -0.6104 1.3480  -0.752
N: 3.4314 -0.7724 1.6620  0.538
O: 3.7827 -1.7678 2.2619  -0.369
O: 3.6582 -0.5450 0.4922  -0.366
N: 3.2550 2.9558 4.8292  0.538
O: 4.4607 2.8338 4.9640  -0.400
O: 2.5832 3.7921 5.3999  -0.381
H: 0.6436 2.8685 4.2654  0.277
H: 4.4047 1.0036 3.4085  0.260

Forces on the atoms, in the same order (eV/Å):
Pt 1.21 0.30 -0.61
C 0.00 0.00 0.00
N 0.09 0.06 -0.03
C -0.03 0.00 0.00
C 0.22 -0.08 -0.04
N -0.76 0.13 0.49
N -0.12 0.02 -0.05
C -0.02 -0.02 0.12
N 0.08 0.01 -0.04
N -0.06 -0.07 0.03
H 0.01 -0.01 0.00
H 0.00 0.01 0.00
H -0.01 0.00 0.01
H 0.00 0.00 0.00
H 0.00 0.00 0.00
H 0.00 0.00 0.01
H -0.16 -0.03 0.01
H 0.02 0.00 0.00
H -0.03 -0.02 0.02
H 0.01 0.00 0.00
H 0.11 -0.01 -0.03
O 0.02 0.02 -0.02
C -0.02 -0.02 0.01
O -0.09 0.17 -0.36
C -0.02 -0.09 -0.01
C 0.01 0.01 0.04
C -0.02 -0.06 -0.06
C 0.01 0.04 0.04
C -0.04 -0.04 -0.03
C 0.08 0.16 -0.01
O -0.47 -0.52 0.50
N 0.00 0.00 0.00
O 0.01 0.00 0.01
O -0.01 -0.01 0.00
N 0.02 0.01 0.04
O 0.00 0.00 -0.01
O 0.00 0.00 -0.01
H -0.01 0.00 -0.01
H 0.00 0.00 0.00



[2]
Computed, not measured: a molecular structure, C32H32AsF6N2O5ReS2 in a non-equilibrium geometry, with ωB97M-V/def2-TZVPD.

Output
E: -5433.62151 Ha
spin multiplicity: 4
max |F|: 0.049 hartree/bohr
gap between HOMO and LUMO (spin up / spin down): 6.289 / 7.142 eV
charge: +1
highest occupied orbital energy (spin up / spin down): -10.0 / -10.8 eV

Last column: Löwdin spin population.
Cartesian coordinates (Å):
Re: 0.4848 -0.7887 0.9656  2.743
F: 0.0622 0.1317 3.6228  0.038
C: -0.8195 -0.6222 4.3045  0.005
F: -1.6723 0.1874 4.8994  0.001
F: -0.1606 -1.3286 5.2010  0.001
S: -1.7412 -1.7547 3.1087  0.011
O: -1.4491 -1.1446 1.8023  0.052
O: -3.0957 -1.7329 3.5156  0.000
N: -1.0262 -3.1435 3.2317  0.000
S: 0.1166 -3.3461 2.1723  0.021
O: -0.3142 -3.4864 0.8135  0.054
O: 1.1913 -2.3465 2.3341  0.049
C: 0.8420 -4.9623 2.7123  0.001
F: 1.3007 -4.8333 3.9451  0.000
F: 1.8303 -5.2537 1.8851  0.000
F: -0.0814 -5.9008 2.6621  0.001
C: 3.2746 1.6527 2.0263  0.007
C: 3.4777 2.2156 0.6147  -0.005
C: 2.2819 3.0728 0.1823  -0.004
C: 3.8068 1.1821 -0.4494  -0.057
C: 4.8166 1.5170 -1.3322  0.009
C: 5.2276 0.6596 -2.3390  -0.086
C: 4.6605 -0.6034 -2.4279  0.008
C: 3.6565 -1.0169 -1.5784  -0.051
C: 3.1889 -2.4531 -1.7025  -0.005
C: 1.7366 -2.5884 -2.1772  0.006
C: 3.4447 -3.2246 -0.4020  -0.004
C: 3.1354 -0.0884 -0.5973  0.026
N: 2.0526 -0.3967 0.1164  0.032
H: 3.3457 2.4608 2.7545  0.000
H: 4.0355 0.9060 2.2567  0.000
H: 2.2960 1.1908 2.1233  0.009
H: 4.3484 2.8752 0.6619  0.000
H: 1.3738 2.4768 0.1983  0.000
H: 2.4313 3.4724 -0.8219  0.000
H: 2.1583 3.9130 0.8683  0.000
H: 5.3011 2.4801 -1.2235  0.002
H: 6.0022 0.9591 -3.0320  -0.005
H: 5.0222 -1.2947 -3.1798  0.002
H: 3.8131 -2.9115 -2.4737  0.000
H: 1.0440 -2.2120 -1.4280  0.011
H: 1.5078 -3.6412 -2.3493  0.000
H: 1.5811 -2.0455 -3.1109  0.000
H: 2.8923 -2.7849 0.4234  0.000
H: 4.5064 -3.2034 -0.1543  0.000
H: 3.1405 -4.2651 -0.5169  0.000
O: -0.4859 0.8809 0.2798  0.084
As: -2.0352 1.0984 -0.4070  0.013
C: -2.8517 -0.5760 -0.8808  0.006
C: -4.1690 -0.8738 -0.5560  0.000
C: -4.6467 -2.1545 -0.7880  0.004
C: -3.8166 -3.1197 -1.3414  0.000
C: -2.5153 -2.8026 -1.7059  0.004
C: -2.0306 -1.5261 -1.4785  0.011
C: -1.5215 2.0706 -2.0040  0.002
C: -2.3010 3.0597 -2.5908  0.000
C: -1.8295 3.7118 -3.7202  0.000
C: -0.5920 3.3794 -4.2501  0.000
C: 0.1741 2.3755 -3.6733  0.000
C: -0.2908 1.7130 -2.5493  0.000
C: -3.1276 2.0882 0.8368  0.000
C: -3.7636 1.3694 1.8444  0.000
C: -4.5278 2.0388 2.7864  0.000
C: -4.6606 3.4182 2.7130  0.000
C: -4.0064 4.1329 1.7194  0.000
C: -3.2321 3.4735 0.7781  0.000
H: -4.8167 -0.1151 -0.1371  0.000
H: -5.6674 -2.4020 -0.5295  0.000
H: -4.1877 -4.1243 -1.4938  0.000
H: -1.8765 -3.5511 -2.1543  0.000
H: -1.0164 -1.2630 -1.7678  0.006
H: -3.2603 3.3246 -2.1632  0.000
H: -2.4254 4.4860 -4.1842  0.000
H: -0.2160 3.9101 -5.1146  0.000
H: 1.1341 2.1087 -4.0951  0.000
H: 0.3065 0.9431 -2.0772  0.000
H: -3.6701 0.2970 1.9006  0.000
H: -5.0143 1.4730 3.5697  0.000
H: -5.2764 3.9367 3.4356  0.000
H: -4.1012 5.2096 1.6825  0.000
H: -2.7105 4.0305 0.0097  0.000

Forces on the atoms, in the same order (eV/Å):
Re 0.98 1.99 -1.14
F -0.04 -0.07 0.06
C 0.09 0.10 0.08
F -0.13 -0.07 -0.04
F -0.07 -0.08 0.01
S -0.11 0.25 0.94
O -0.40 0.29 -0.04
O -0.08 -0.21 -0.01
N -0.03 0.01 -0.10
S -0.46 -1.61 0.08
O 0.08 -0.30 -0.23
O 0.29 0.71 -0.35
C 0.12 0.04 0.32
F 0.00 -0.02 -0.04
F -0.02 0.09 -0.03
F -0.06 0.12 -0.04
C 0.17 0.05 -0.24
C -0.27 -0.11 0.02
C 0.17 0.04 0.09
C -0.28 -0.32 0.36
C 0.14 0.10 -0.16
C -0.15 -0.01 0.13
C 0.17 -0.08 -0.17
C -0.35 0.20 0.19
C -0.24 0.04 0.17
C 0.22 -0.06 -0.02
C 0.04 0.02 -0.23
C 1.07 0.22 -0.76
N -0.88 -0.34 0.71
H -0.01 -0.02 0.02
H -0.02 0.00 0.09
H -0.09 -0.03 0.10
H 0.01 -0.06 -0.05
H -0.18 -0.05 -0.07
H -0.05 0.00 -0.01
H -0.03 -0.01 0.00
H -0.01 0.00 0.00
H 0.03 0.00 0.02
H 0.01 0.00 0.02
H 0.00 0.05 0.00
H -0.09 0.00 0.04
H -0.04 0.00 -0.01
H -0.04 0.02 0.00
H -0.04 -0.02 0.12
H -0.01 -0.02 0.06
H -0.01 -0.03 0.02
O 0.33 -1.16 0.22
As -0.02 0.64 -0.48
C 0.20 0.16 0.24
C 0.01 0.11 -0.02
C -0.03 -0.04 -0.04
C -0.01 0.02 0.01
C 0.03 -0.02 -0.01
C 0.12 0.11 0.01
C -0.19 -0.16 0.36
C -0.08 -0.10 0.13
C -0.04 0.06 -0.01
C 0.06 -0.01 -0.02
C -0.04 -0.04 -0.01
C -0.02 0.02 0.11
C 0.20 -0.32 -0.30
C -0.03 0.05 0.03
C 0.02 -0.04 -0.03
C 0.00 -0.04 0.03
C -0.04 0.08 0.03
C 0.12 -0.02 -0.16
H -0.02 -0.06 0.06
H 0.00 0.01 0.00
H -0.01 0.01 -0.03
H 0.01 0.00 0.00
H -0.02 -0.10 0.01
H -0.03 0.02 -0.09
H -0.01 0.01 0.03
H -0.03 -0.02 -0.03
H 0.01 0.01 0.01
H 0.09 0.04 -0.01
H 0.01 -0.14 0.04
H -0.03 0.04 0.01
H 0.03 0.03 0.01
H 0.02 0.00 -0.04
H -0.02 0.04 0.04



[3]
Computed, not measured: 8 unconnected molecules or ions with the total composition C31H32F7NO26 in a non-equilibrium geometry, with ωB97M-V/def2-TZVPD.

Output
E: -3910.62020 Ha
spin multiplicity: 1
max |F|: 0.026 hartree/bohr
gap between HOMO and LUMO: 8.095 eV
highest occupied orbital energy: -9.8 eV

Last column: Mulliken charge in e.
Cartesian coordinates (Å):
C: 5.5131 1.0819 2.9856  -1.409
C: 4.5166 0.2620 2.1983  -0.092
O: 3.5862 1.0885 1.4916  -0.203
C: 2.2765 0.6491 1.6422  -0.421
O: 1.5673 1.0364 0.4682  -0.101
C: 0.5919 1.9267 0.6230  0.405
O: 0.4881 2.8831 -0.0807  -0.586
C: -0.4787 1.6411 1.6221  0.015
C: -0.8533 2.6643 2.4993  -0.495
C: -1.8287 2.3911 3.4175  -0.773
N: -2.4056 1.1657 3.4380  0.164
C: -2.0731 0.1861 2.6008  -0.343
C: -2.7530 -1.1687 2.6816  -0.095
O: -3.4920 -1.4504 1.7333  -0.524
O: -2.4256 -1.7953 3.7006  -0.656
C: -1.0819 0.4139 1.6578  0.756
H: 5.0490 1.6115 3.8116  0.361
H: 6.1939 0.3623 3.4386  0.421
H: 6.1110 1.7270 2.3561  0.207
H: 4.0397 -0.4149 2.9049  0.575
H: 5.0399 -0.3142 1.4418  0.083
H: 2.2120 -0.4300 1.7389  0.578
H: 1.8733 1.0729 2.5704  0.264
H: -0.3739 3.6226 2.4205  0.571
H: -2.1578 3.1269 4.1270  0.425
H: -3.1184 0.9594 4.1272  0.280
H: -0.7864 -0.3608 0.9730  0.721
C: 4.0838 2.7688 -1.2473  0.277
C: 5.2959 3.1628 -0.4417  0.401
O: 6.1101 3.8013 -1.4161  -0.344
C: 5.2732 4.3277 -2.3561  0.602
O: 5.6048 5.1398 -3.1560  -0.540
O: 4.0342 3.8122 -2.2376  -0.368
F: 5.9571 2.0819 0.0384  -0.226
H: 4.2161 1.8056 -1.7413  0.103
H: 3.1716 2.7425 -0.6601  -0.167
H: 5.0913 3.8571 0.3744  0.184
C: -1.1650 -3.1127 -0.9236  -0.211
C: -1.6546 -3.5956 0.4194  1.434
O: -0.4564 -3.5980 1.1894  -0.350
C: 0.3598 -2.6501 0.6674  0.641
O: 1.3123 -2.2058 1.2248  -0.620
O: -0.0703 -2.2585 -0.5499  -0.318
F: -2.1476 -4.8549 0.3583  -0.333
H: -0.7891 -3.9290 -1.5423  0.379
H: -1.9212 -2.5631 -1.4714  -0.030
H: -2.3911 -2.9452 0.8968  -0.565
C: -3.3589 1.1175 -2.9240  -0.504
C: -4.7103 1.3978 -2.3071  0.272
O: -5.1585 0.0981 -1.9564  -0.278
C: -4.0571 -0.6594 -1.7238  0.700
O: -4.0583 -1.7065 -1.1680  -0.390
O: -2.9452 -0.0506 -2.2038  -0.363
F: -5.5705 1.9424 -3.1973  -0.290
H: -3.4427 0.8812 -3.9852  0.277
H: -2.6480 1.9285 -2.7910  0.291
H: -4.6804 2.0208 -1.4118  0.265
C: 7.7871 0.1081 -2.4573  -0.380
C: 8.3924 -0.9632 -1.5793  0.271
O: 7.4389 -1.0732 -0.5365  -0.294
C: 6.2297 -0.7221 -1.0553  0.689
O: 5.1864 -0.9299 -0.5359  -0.545
O: 6.3853 -0.0951 -2.2461  -0.287
F: 9.5821 -0.5813 -1.0583  -0.297
H: 8.0654 1.1081 -2.1216  0.213
H: 8.0418 -0.0035 -3.5078  0.294
H: 8.5105 -1.9340 -2.0635  0.305
C: 7.6001 6.8121 -1.2232  -0.245
C: 7.9207 8.2417 -0.8564  0.297
O: 7.6402 8.2697 0.5327  -0.325
C: 7.8429 7.0077 1.0126  0.660
O: 7.9426 6.7312 2.1588  -0.517
O: 7.9164 6.1192 -0.0068  -0.276
F: 7.1111 9.1242 -1.4908  -0.286
H: 6.5458 6.6776 -1.4554  0.118
H: 8.1940 6.4373 -2.0515  0.284
H: 8.9600 8.5316 -1.0206  0.279
C: -6.4296 -2.9436 0.8105  -0.109
C: -7.0080 -4.0471 -0.0393  0.388
O: -8.0579 -3.3908 -0.7264  -0.269
C: -7.7020 -2.0710 -0.8362  0.577
O: -8.2212 -1.2981 -1.5655  -0.520
O: -6.6770 -1.7888 -0.0035  -0.276
F: -7.5374 -5.0531 0.7114  -0.326
H: -6.9603 -2.8397 1.7577  0.239
H: -5.3670 -3.0608 1.0102  -0.007
H: -6.3108 -4.4728 -0.7622  0.315
C: -9.9210 -6.5715 -0.7328  0.069
C: -11.4117 -6.3731 -0.6026  0.307
O: -11.8957 -7.7044 -0.5900  -0.315
C: -10.9052 -8.4909 -0.0723  0.645
O: -11.0580 -9.5980 0.3137  -0.496
O: -9.7275 -7.8194 -0.0568  -0.323
F: -11.9348 -5.7186 -1.6685  -0.279
H: -9.6173 -6.6720 -1.7760  0.252
H: -9.3435 -5.7803 -0.2684  -0.189
H: -11.7230 -5.8671 0.3128  0.297

Forces on the atoms, in the same order (eV/Å):
C 0.04 -0.48 0.15
C 0.80 0.18 -0.04
O -0.36 0.20 0.10
C 0.56 -0.71 0.61
O 0.11 0.10 0.33
C -0.12 0.02 -0.38
O -0.05 0.65 -0.48
C 0.44 -0.05 0.32
C -0.39 -0.35 0.11
C 0.33 0.23 -0.31
N 0.08 0.27 0.11
C -0.10 -0.33 -0.56
C -0.13 -0.70 1.11
O -0.11 0.28 -0.36
O -0.09 0.37 -0.22
C 0.10 0.26 0.12
H -0.09 0.34 -0.05
H 0.18 -0.03 0.07
H -0.06 0.29 -0.02
H -0.43 -0.09 -0.15
H -0.07 -0.23 0.19
H 0.11 -0.03 -0.29
H -0.50 0.35 -0.24
H -0.03 0.23 0.16
H -0.23 -0.02 0.23
H 0.02 -0.05 0.09
H -0.05 -0.18 -0.11
C -0.46 -0.12 0.08
C 0.06 -0.33 -0.21
O -0.18 0.25 0.16
C -0.10 -0.12 -0.16
O 0.04 0.02 -0.08
O 0.25 -0.01 0.15
F 0.21 0.09 -0.11
H 0.16 -0.03 0.09
H -0.06 0.17 -0.15
H 0.13 -0.10 0.11
C -0.13 0.01 -0.36
C -0.13 -0.08 -0.01
O 0.14 0.39 -0.05
C -0.11 -0.47 0.21
O 0.03 -0.06 -0.06
O -0.07 0.03 0.06
F 0.09 -0.18 -0.02
H 0.03 -0.12 0.15
H 0.09 0.22 0.08
H -0.01 -0.16 -0.08
C 0.27 0.12 -0.01
C -0.22 -0.21 -0.28
O 0.28 0.22 0.21
C -0.20 -0.21 0.13
O 0.09 -0.14 -0.30
O -0.02 0.17 -0.02
F 0.00 -0.04 0.05
H -0.16 0.02 0.00
H 0.11 -0.12 0.14
H -0.09 0.07 -0.03
C 0.01 0.12 -0.27
C 0.09 0.24 0.23
O -0.09 -0.21 -0.30
C -0.10 0.20 0.09
O 0.00 -0.09 -0.22
O 0.16 -0.08 0.03
F -0.05 -0.03 0.03
H 0.07 -0.05 0.14
H -0.20 -0.07 -0.03
H 0.11 -0.01 0.04
C 0.13 -0.18 -0.12
C -0.34 0.04 0.05
O 0.35 -0.12 -0.08
C -0.10 -0.06 0.05
O -0.07 0.00 0.07
O 0.00 0.20 -0.05
F 0.03 0.01 0.07
H -0.03 0.18 -0.03
H 0.07 -0.15 0.13
H -0.04 0.11 -0.06
C 0.45 0.10 0.12
C -0.19 0.11 0.16
O 0.28 -0.05 -0.19
C 0.09 0.19 0.17
O -0.14 0.03 -0.04
O -0.32 -0.26 0.06
F 0.05 0.06 -0.01
H -0.12 -0.12 -0.04
H 0.03 0.27 -0.15
H -0.02 -0.14 0.06
C 0.25 0.17 0.05
C -0.05 -0.14 -0.35
O 0.11 0.12 0.34
C 0.06 -0.10 -0.08
O -0.02 -0.07 -0.04
O -0.18 0.12 -0.05
F -0.03 -0.05 0.04
H -0.18 0.01 -0.06
H 0.00 -0.19 0.14
H -0.07 0.09 -0.07